{
  "formula": "C33H75N9O21S3",
  "method": "wB97M-V/def2-TZVPD",
  "elements": ["S", "S", "S", "O", "O", "O", "O", "O", "O", "O", "O", "O", "O", "O", "O", "O", "O", "O", "O", "O", "O", "O", "O", "O", "N", "N", "N", "N", "N", "N", "N", "N", "N", "C", "C", "C", "C", "C", "C", "C", "C", "C", "C", "C", "C", "C", "C", "C", "C", "C", "C", "C", "C", "C", "C", "C", "C", "C", "C", "C", "C", "C", "C", "C", "C", "C", "H", "H", "H", "H", "H", "H", "H", "H", "H", "H", "H", "H", "H", "H", "H", "H", "H", "H", "H", "H", "H", "H", "H", "H", "H", "H", "H", "H", "H", "H", "H", "H", "H", "H", "H", "H", "H", "H", "H", "H", "H", "H", "H", "H", "H", "H", "H", "H", "H", "H", "H", "H", "H", "H", "H", "H", "H", "H", "H", "H", "H", "H", "H", "H", "H", "H", "H", "H", "H", "H", "H", "H", "H", "H", "H"],
  "coordinates": [[-0.168, -2.657, -6.520], [3.443, -0.152, -2.930], [1.144, 4.374, 2.722], [1.769, 5.713, 2.488], [1.140, 3.940, 4.274], [3.385, 0.659, 6.099], [4.896, 0.530, -3.225], [-5.282, -1.064, 0.725], [0.876, -2.687, 1.445], [1.441, -2.745, -6.371], [-0.151, 4.074, 2.140], [2.609, 0.676, -1.978], [-1.724, 5.144, -3.154], [2.943, 0.170, -4.507], [3.602, -1.540, -2.696], [-0.578, -1.856, -7.665], [-0.888, -2.428, -5.262], [-3.934, -2.568, 5.442], [-0.717, -5.246, -3.838], [5.874, 4.272, 1.717], [-5.049, 1.745, 4.228], [2.276, 3.224, 2.304], [-1.171, 0.841, -0.877], [-0.087, -4.190, -7.001], [1.349, -5.650, -4.559], [-0.042, -1.022, -0.724], [-2.449, 3.180, -2.148], [2.801, -0.665, 4.322], [-3.586, -0.574, 4.296], [0.926, -4.817, 0.781], [4.148, 4.279, 0.264], [-5.721, 0.159, -1.149], [-4.039, 3.616, 3.325], [-4.651, 2.913, 4.279], [0.073, -4.260, 2.998], [-3.716, 2.858, -2.755], [4.017, -0.029, -5.431], [-0.346, 3.960, -1.508], [-3.867, -1.351, 5.328], [4.932, 6.411, 1.209], [0.625, -3.857, 1.645], [-4.212, -0.532, 6.515], [-0.238, -1.473, -2.089], [-5.959, -0.188, 0.117], [1.178, -4.524, -7.649], [-0.410, 0.109, -0.219], [0.223, 0.610, 1.067], [0.095, -5.986, -4.472], [-3.875, 3.188, 1.997], [1.923, -4.520, -3.813], [-7.123, 0.513, 0.827], [1.309, -0.605, 4.521], [3.676, -0.001, 5.167], [-4.918, 3.739, 5.545], [3.986, 2.897, -0.150], [5.118, -0.312, 4.801], [1.425, -4.396, -0.552], [5.028, 4.881, 1.051], [-1.596, 4.201, -2.307], [2.377, 3.480, 4.683], [3.073, 2.905, 3.357], [5.208, 0.530, -4.631], [-0.405, -7.112, -5.367], [-2.895, -0.959, 3.108], [2.056, -3.342, -7.502], [-4.626, -0.389, -1.935], [0.826, -4.570, -8.679], [-0.789, -7.838, -4.650], [0.202, -5.327, 3.179], [1.728, -5.421, -7.365], [0.701, -0.568, 3.618], [6.090, -0.104, -4.720], [-4.711, -1.088, 7.309], [-4.599, -0.095, -2.985], [5.619, 0.509, 4.288], [-4.645, -1.473, -1.833], [0.490, -4.335, -1.107], [1.063, 1.247, 0.786], [-1.997, 2.496, -1.558], [-6.289, 0.793, -1.693], [3.943, 0.392, -6.433], [0.605, -1.221, -2.732], [5.236, -1.152, 4.116], [-3.136, 2.387, 1.982], [1.231, -3.831, -3.330], [3.046, -1.344, 3.615], [2.018, -5.151, -1.069], [2.654, -4.953, -3.130], [-1.264, -6.783, -5.952], [0.398, -1.623, -0.043], [2.265, 2.771, 5.503], [-5.904, 4.186, 5.414], [5.344, 1.567, -4.940], [3.568, 4.916, -0.262], [-0.198, 4.838, -0.878], [-2.289, -0.149, 2.701], [-7.874, -0.203, 1.162], [2.003, -6.239, -5.053], [1.103, -1.536, 5.049], [5.838, 6.980, 1.417], [-4.762, 3.187, 6.472], [2.468, -3.848, -4.476], [3.158, 1.819, 3.302], [-4.901, 0.281, 6.288], [0.367, -7.517, -6.020], [1.856, -3.395, -0.555], [5.741, -0.399, 5.690], [-3.371, -0.159, 7.100], [0.891, -5.794, 1.033], [2.271, -2.716, -8.368], [0.559, 3.667, -2.038], [-7.614, 1.028, 0.001], [-3.666, -0.009, -1.585], [-2.374, -1.915, 3.050], [-0.997, -4.055, 3.000], [4.364, 2.859, -1.172], [1.074, 0.313, 5.061], [-3.708, -1.170, 2.413], [3.047, 4.248, 5.070], [-4.193, 3.617, -3.374], [-3.824, 4.563, 3.603], [4.507, 2.215, 0.522], [-6.892, 1.184, 1.654], [-4.802, 2.849, 1.533], [-3.538, 4.104, 1.512], [-4.130, 0.273, 4.204], [-0.388, 3.127, -0.806], [4.099, 3.243, 3.217], [2.932, 2.624, -0.193], [0.635, -0.204, 1.664], [-4.214, 4.567, 5.455], [4.433, 6.845, 0.343], [-0.526, 1.112, 1.679], [-3.583, 1.915, -3.286], [-0.357, -2.553, -2.176], [3.019, -3.700, -7.139], [4.170, -1.101, -5.560], [-1.077, -1.112, -2.684], [0.423, -3.650, 3.831], [4.463, 6.830, 2.100], [-4.354, 2.657, -1.894]],
  "forces_ev_per_a": [[-1.13, 0.28, -0.34], [-1.86, 4.07, 0.29], [1.29, 1.52, -1.37], [-1.79, -3.61, 0.96], [-1.57, 1.14, -1.10], [-1.28, 2.01, 2.10], [-1.26, -0.46, 0.65], [-1.20, 1.91, -1.69], [-0.02, 1.49, -0.63], [0.43, 3.36, 1.19], [2.14, 0.36, 1.03], [3.02, -2.71, -3.47], [0.11, -2.10, 2.56], [-0.87, -0.31, 1.04], [-0.05, -0.25, -0.16], [1.03, -1.03, 1.56], [2.50, -1.08, -2.67], [1.11, -0.26, -1.06], [1.59, -2.22, -0.93], [-0.51, -0.03, -0.48], [0.31, 0.92, -0.93], [-3.26, 2.19, -1.64], [-0.01, 0.40, 0.54], [-0.86, -1.18, 0.69], [2.61, 0.98, 0.21], [0.83, -2.53, -0.25], [0.63, 0.60, 0.32], [-2.11, 0.97, -0.02], [1.58, -0.12, -0.56], [1.19, -0.19, -1.09], [-1.47, 0.89, -1.11], [0.30, 0.62, -1.93], [-0.71, 0.31, 1.65], [-1.03, -0.59, 1.98], [-0.70, -0.40, -0.26], [0.05, -0.41, 0.76], [1.05, -1.23, 1.71], [0.65, 0.26, 1.35], [-1.17, -0.62, 1.93], [-0.35, 0.62, -0.42], [0.36, -0.45, 2.41], [-1.14, 0.64, 2.17], [-0.01, -0.45, -0.92], [0.96, -1.98, 3.17], [-1.94, 0.08, -2.53], [-1.33, 3.10, -0.76], [-0.26, -0.97, 0.09], [-4.63, 2.27, 0.12], [0.59, 0.16, -0.96], [0.93, -0.10, -0.39], [-0.40, -0.22, -1.56], [1.37, -0.11, 0.28], [1.41, -3.28, -3.26], [0.76, 0.34, -1.20], [0.40, 0.28, -0.09], [0.77, 0.44, -0.18], [-1.76, -0.62, -0.05], [1.92, 0.36, 2.53], [0.03, 1.42, -3.64], [2.71, -0.97, -0.27], [1.32, -1.35, 2.29], [0.28, 0.16, -0.38], [-0.01, 0.14, 0.99], [-1.50, -0.80, -1.86], [1.11, 0.01, 1.31], [0.79, -0.48, 0.57], [0.52, -0.70, -0.20], [0.08, -0.48, -0.34], [0.03, 0.06, 0.23], [-1.06, -0.19, 0.62], [0.60, -0.20, -0.24], [0.09, 0.39, -0.33], [-0.28, -0.60, -0.42], [-0.90, -0.03, 0.06], [-0.43, 0.42, -0.18], [0.22, 0.03, -0.17], [0.21, 0.20, -0.68], [-0.22, 0.29, 0.06], [-0.74, -0.75, 0.06], [-0.29, 0.02, 0.82], [-0.75, 0.54, 0.49], [0.39, 0.12, 0.21], [-0.10, -0.20, 0.32], [0.06, 0.07, -0.54], [-0.40, -0.85, 0.04], [0.72, 0.36, 0.29], [0.21, 0.09, 0.58], [-0.10, 0.40, 0.32], [0.20, 0.24, 0.08], [0.36, -0.53, -0.31], [-0.25, -0.29, -0.44], [-0.17, -0.28, 0.44], [0.45, -0.06, 0.29], [-0.08, -0.05, 0.16], [0.46, 0.18, -0.22], [0.11, -0.05, 0.19], [0.37, -0.26, 0.18], [-0.18, 0.05, 0.15], [-0.75, 0.40, 0.36], [0.89, -0.88, -0.92], [-0.29, 0.03, -0.24], [0.15, -0.27, -0.27], [-0.25, -0.20, 0.62], [0.31, 0.27, -0.20], [-0.06, -0.20, 0.13], [0.33, -0.38, 0.34], [-0.30, -0.45, 0.13], [0.48, 0.36, -0.68], [-0.16, 0.33, -0.07], [-0.77, 0.30, 0.12], [-0.16, 0.74, -0.73], [-0.34, 0.68, 0.36], [0.11, -0.21, 0.45], [0.35, 0.18, 1.08], [-0.19, -0.15, -0.18], [0.19, -0.63, 0.04], [0.01, -0.39, 0.44], [0.26, 0.29, -0.85], [-0.37, 0.50, -0.11], [0.61, 0.12, 0.05], [0.09, -0.23, -0.48], [0.11, 0.15, -0.17], [0.42, -0.15, -0.22], [-0.05, -0.05, 0.11], [0.29, -0.54, -0.72], [0.22, 0.31, 0.29], [-0.70, -0.02, 0.09], [-0.09, 0.65, 0.12], [0.04, 0.15, 0.19], [0.02, -0.11, -0.18], [0.02, 0.20, 0.74], [-0.02, 0.22, 0.05], [0.20, 0.35, -0.23], [-0.24, 0.15, -0.34], [0.11, -0.09, 0.52], [0.14, 0.32, 0.08], [-0.19, -0.19, -0.07], [-0.33, 0.57, 0.91], [0.51, -0.09, -0.32], [-1.13, -1.07, 0.14], [-0.56, -0.11, -0.22]],
  "fmax_ev_per_a": 5.34,
  "lumo_ev": -0.36,
  "mol_weight_g_mol": 1030.206,
  "e_above_lowest_kj_mol": 529.2,
  "homo_ev": -8.251
}


{
  "formula": "C6H11N3",
  "method": "wB97M-V/def2-TZVPD",
  "elements": ["N", "N", "N", "C", "C", "C", "C", "C", "C", "H", "H", "H", "H", "H", "H", "H", "H", "H", "H", "H"],
  "coordinates": [[1.688, 1.756, 0.503], [0.214, -1.538, -0.407], [2.115, -0.537, 0.256], [-0.095, -0.092, -0.177], [-2.334, -0.612, 0.700], [1.331, 0.497, 0.239], [-1.143, 0.168, 0.701], [-0.629, 0.394, -1.583], [1.416, -1.734, -0.024], [-2.526, -1.532, 0.048], [-3.206, -0.039, 0.747], [1.100, 2.550, 0.342], [-0.092, 1.426, -1.878], [-0.179, -0.323, -2.306], [-1.722, 0.412, -1.723], [1.970, -2.561, -0.094], [2.592, 1.884, 0.863], [-2.398, -0.864, 1.846], [3.070, -0.364, 0.560], [-1.171, 1.108, 1.388]],
  "forces_ev_per_a": [[-1.39, -2.69, -0.62], [0.19, -0.02, 1.77], [1.00, 0.86, 1.18], [3.76, -0.85, -1.45], [0.74, -2.57, 1.03], [-2.10, 1.71, -0.72], [-2.94, 1.42, 1.64], [1.84, 2.55, -1.90], [-2.35, 3.48, -1.18], [0.96, 1.36, 0.92], [-1.64, 1.54, 0.00], [-0.29, 0.32, -0.02], [-1.70, -2.04, 0.84], [-0.50, 0.24, 0.54], [0.57, 0.13, 0.29], [1.73, -3.51, -0.17], [1.40, 0.77, 0.47], [0.22, -0.09, -1.18], [0.24, -1.03, -0.17], [0.26, -1.59, -1.28]],
  "fmax_ev_per_a": 4.36,
  "lumo_ev": -10.57,
  "mol_weight_g_mol": 125.175,
  "e_above_lowest_kj_mol": 257.7,
  "homo_ev": -19.332,
  "total_charge": 2
}


{
  "formula": "C24H57GaN10SeSi",
  "method": "wB97M-V/def2-TZVPD",
  "elements": ["Se", "Ga", "Si", "N", "N", "N", "N", "N", "N", "N", "N", "N", "N", "C", "C", "C", "C", "C", "C", "C", "C", "C", "C", "C", "C", "C", "C", "C", "C", "C", "C", "C", "C", "C", "C", "C", "C", "H", "H", "H", "H", "H", "H", "H", "H", "H", "H", "H", "H", "H", "H", "H", "H", "H", "H", "H", "H", "H", "H", "H", "H", "H", "H", "H", "H", "H", "H", "H", "H", "H", "H", "H", "H", "H", "H", "H", "H", "H", "H", "H", "H", "H", "H", "H", "H", "H", "H", "H", "H", "H", "H", "H", "H", "H"],
  "coordinates": [[1.021, 2.948, -0.199], [0.193, 0.642, -0.047], [0.382, 5.152, 0.125], [3.216, 1.108, -1.706], [2.024, -0.189, -0.170], [-2.253, 2.325, -1.816], [-0.972, 0.392, -1.682], [-0.311, -1.613, 0.065], [-1.751, 1.199, -3.756], [4.360, 0.082, -0.002], [0.430, 1.935, 3.174], [-0.738, 0.513, 1.741], [-1.814, 1.593, 3.538], [-3.164, 1.596, 3.000], [4.498, -0.172, 1.423], [0.487, 3.269, 3.752], [1.724, 1.329, 2.936], [4.096, 2.264, -1.832], [-1.015, -0.991, -2.168], [-2.377, 3.640, -2.429], [-1.625, 1.302, -2.415], [2.091, -1.535, 0.408], [1.748, 5.900, 1.145], [0.945, -2.342, -0.163], [3.180, 0.344, -0.603], [0.400, 5.977, -1.546], [-0.733, 0.614, -4.615], [-2.956, 1.630, -4.461], [-1.273, 5.342, 0.979], [-0.859, -1.865, 1.404], [5.613, 0.000, -0.748], [2.268, 0.948, -2.789], [-2.744, 2.226, -0.457], [-0.716, 1.355, 2.786], [-1.633, -0.643, 1.853], [-1.298, -1.891, -0.986], [-1.739, 1.820, 4.979], [3.479, 3.129, -2.079], [-1.273, 4.854, 1.954], [-2.488, 1.194, 5.464], [-2.103, 4.939, 0.402], [-1.954, -0.786, 2.885], [-0.033, -2.031, 2.096], [-2.786, 2.539, -5.041], [4.841, 2.115, -2.615], [-2.293, -1.670, -0.600], [1.767, -0.012, -2.689], [0.827, 3.242, 4.789], [-3.766, 1.797, -3.757], [1.533, 1.756, -2.781], [-0.077, -1.285, -2.649], [-0.759, 1.540, 5.355], [4.591, 2.464, -0.887], [-3.253, 0.837, -5.147], [-0.522, 1.304, -5.432], [-0.486, 3.745, 3.706], [4.782, -1.208, 1.616], [-1.478, 6.404, 1.141], [-1.279, -2.947, -1.272], [5.278, 0.477, 1.824], [-2.787, 1.178, -0.171], [-3.137, 1.563, 1.918], [1.191, 3.858, 3.166], [5.414, -0.074, -1.812], [1.576, 6.975, 1.241], [-2.099, 2.767, 0.238], [6.142, -0.899, -0.429], [1.093, -2.453, -1.237], [-3.666, 2.515, 3.306], [2.313, 1.389, 3.854], [-3.752, 2.645, -0.413], [-1.943, 2.860, 5.240], [1.816, 5.487, 2.150], [-3.745, 0.750, 3.373], [3.033, -2.020, 0.150], [-1.070, -0.332, -5.045], [-1.767, 3.698, -3.325], [0.181, 0.451, -4.059], [-1.485, -2.763, 1.409], [-3.414, 3.872, -2.678], [-1.805, -1.116, -2.908], [0.194, 7.044, -1.423], [2.812, 0.966, -3.736], [1.385, 5.879, -2.005], [-2.540, -0.523, 1.251], [2.251, 1.847, 2.132], [6.256, 0.861, -0.558], [-0.333, 5.575, -2.243], [-2.016, 4.382, -1.721], [0.900, -3.345, 0.274], [1.586, 0.283, 2.674], [2.030, -1.517, 1.501], [3.572, 0.048, 1.937], [2.713, 5.757, 0.657]],
  "forces_ev_per_a": [[0.08, -0.06, -0.03], [-0.10, 0.28, 0.04], [-0.13, -0.19, 0.00], [0.00, 0.00, 0.00], [0.03, -0.03, 0.01], [0.06, 0.03, 0.05], [0.08, -0.12, -0.03], [0.02, 0.02, 0.01], [0.02, 0.02, 0.00], [0.02, 0.00, 0.01], [0.00, 0.01, -0.07], [-0.08, -0.02, -0.05], [0.01, 0.05, -0.02], [0.00, 0.00, 0.00], [0.00, 0.00, 0.00], [-0.01, -0.02, 0.04], [0.00, 0.01, 0.03], [0.01, -0.01, 0.00], [0.03, 0.01, -0.02], [-0.06, -0.02, -0.03], [-0.06, 0.02, 0.02], [0.01, 0.02, -0.01], [0.00, 0.02, 0.00], [-0.01, -0.02, 0.00], [-0.04, -0.02, -0.03], [-0.01, 0.03, 0.02], [0.00, 0.00, 0.00], [-0.01, -0.01, 0.00], [0.02, 0.01, 0.01], [0.00, -0.03, 0.01], [-0.01, 0.00, 0.00], [0.00, 0.01, 0.01], [0.00, 0.01, -0.01], [0.07, -0.02, 0.05], [0.03, -0.02, 0.01], [-0.01, -0.02, 0.01], [0.00, -0.01, 0.00], [0.00, 0.00, -0.01], [-0.01, -0.01, 0.00], [0.00, 0.00, 0.00], [-0.02, 0.03, -0.01], [-0.01, 0.01, 0.00], [0.00, 0.00, 0.00], [0.00, 0.00, 0.00], [0.00, 0.00, 0.00], [0.00, 0.01, 0.00], [0.00, 0.00, 0.00], [0.00, 0.00, 0.00], [0.00, 0.00, 0.00], [-0.01, 0.00, 0.00], [0.00, 0.00, 0.00], [0.00, 0.00, 0.00], [0.00, 0.00, 0.00], [0.00, 0.00, 0.00], [0.00, 0.00, 0.00], [0.00, 0.00, 0.01], [0.00, 0.00, 0.00], [0.03, 0.00, 0.01], [-0.01, 0.00, 0.01], [0.00, 0.00, 0.00], [-0.03, 0.00, 0.00], [0.00, 0.00, 0.00], [0.01, -0.01, 0.01], [0.00, 0.00, 0.00], [0.01, 0.00, -0.01], [0.02, -0.03, 0.01], [0.00, 0.00, 0.00], [0.00, 0.00, 0.00], [0.00, 0.00, 0.00], [0.00, 0.01, 0.00], [0.01, 0.03, 0.01], [0.00, 0.00, 0.00], [0.01, 0.02, 0.00], [0.00, 0.00, 0.00], [0.01, 0.00, 0.01], [0.00, 0.00, 0.00], [0.01, 0.00, 0.01], [0.00, 0.00, 0.00], [0.00, 0.00, 0.01], [0.00, 0.00, -0.01], [0.00, 0.00, -0.01], [0.02, 0.00, 0.00], [0.00, 0.01, 0.00], [0.01, 0.00, 0.01], [0.01, -0.01, -0.01], [-0.01, 0.00, -0.01], [0.00, 0.00, 0.00], [0.00, -0.02, -0.02], [-0.01, 0.02, 0.02], [0.00, 0.00, 0.00], [0.00, -0.01, 0.00], [0.00, 0.00, 0.00], [0.00, 0.00, 0.00], [0.00, 0.00, -0.01]],
  "fmax_ev_per_a": 0.30,
  "lumo_ev": -3.94,
  "mol_weight_g_mol": 662.559,
  "e_above_lowest_kj_mol": 0.0,
  "homo_ev": -13.000,
  "total_charge": 2
}


{
  "formula": "C6H10N2",
  "method": "wB97M-V/def2-TZVPD",
  "elements": ["N", "N", "C", "C", "C", "C", "C", "C", "H", "H", "H", "H", "H", "H", "H", "H", "H", "H"],
  "coordinates": [[-2.118, -0.804, 0.019], [1.888, -1.107, 0.331], [1.572, -0.067, -0.595], [-0.624, 0.954, -0.798], [0.529, -1.074, -0.414], [-0.719, -0.311, 0.059], [0.011, 0.536, 1.158], [0.752, 1.164, -0.064], [0.740, 0.277, 1.997], [1.602, -0.794, 1.234], [2.299, 0.075, -1.405], [-0.614, 0.906, -2.007], [-0.800, 1.196, 1.694], [-1.409, 1.691, -0.565], [0.229, -1.986, -1.076], [-2.363, -1.301, 0.920], [-2.018, -1.516, -0.725], [1.042, 2.161, 0.236]],
  "forces_ev_per_a": [[1.58, -1.65, 1.40], [-1.93, -0.94, -0.40], [0.23, 1.94, -0.59], [0.83, 0.98, -2.92], [-0.20, -3.54, -2.16], [0.36, 1.07, 0.64], [-1.76, 1.79, 2.06], [-1.80, 0.01, 0.96], [-1.44, -0.53, -0.84], [0.63, -0.14, 0.91], [-0.67, -0.11, 0.09], [0.14, -0.36, 2.69], [1.74, -0.67, -1.29], [0.40, -0.29, 0.28], [1.29, 1.69, 0.94], [0.40, 0.44, -1.47], [-0.84, 0.16, 0.60], [1.04, 0.16, -0.89]],
  "fmax_ev_per_a": 4.15,
  "lumo_ev": 1.02,
  "mol_weight_g_mol": 110.160,
  "e_above_lowest_kj_mol": 400.8,
  "homo_ev": -9.747
}